Formula: C26H33IrNO15P5
Source: the OMol25 dataset
Level of theory: ωB97M-V/def2-TZVPD

Total energy: -108995.5013 eV
Net charge: 0
Lowest unoccupied orbital energy (alpha / beta): -1.50 / -1.50 eV
Kohn-Sham gap (alpha / beta): 7.28 / 7.28 eV

Geometry as XYZ:
```
81
Properties=species:S:1:pos:R:3:mulliken_charge:R:1
Ir -0.34520 -1.12869 -0.06064 3.631
C 4.34464 -1.17735 2.74023 -1.920
C 2.97005 -1.03549 2.12657 1.279
O 2.20233 -0.08759 2.80401 -0.589
P 2.04672 -2.62718 2.10780 -0.105
O 1.96025 -3.13010 3.61323 -0.617
O 2.90163 -3.73963 1.38772 -0.592
O 0.67943 -2.49890 1.53649 -0.049
P 3.11047 -0.74247 0.29406 0.809
O 4.16457 0.47027 0.16132 -0.500
O 3.67081 -1.96879 -0.35114 -0.925
O 1.78313 -0.23155 -0.22274 -0.892
H 4.26504 -1.51194 3.77080 0.459
H 4.85628 -0.21742 2.71430 0.411
H 4.91414 -1.90348 2.16512 0.396
H 1.37281 0.06659 2.32037 -0.041
H 1.21754 -3.72468 3.74313 0.386
H 3.29093 -3.33775 0.57206 0.428
H 4.78992 0.23225 -0.52183 0.340
O -2.21391 -4.10831 0.47247 -0.520
P -2.88709 -2.66503 0.73451 0.613
O -4.32734 -2.76278 0.99229 -0.795
O -2.42588 -1.79789 -0.42406 -0.545
O -2.02252 -2.25064 2.04090 0.104
P -1.80844 -0.82770 2.75691 0.541
O -0.97498 -1.31312 4.02929 -0.667
O -3.02277 -0.10296 3.11095 -0.757
O -0.78400 -0.05730 1.89040 0.302
H -2.64176 -4.76382 1.02232 0.298
H -0.13673 -1.68585 3.75128 0.376
C 0.54043 -3.43305 -1.70939 -0.823
C 0.32629 -2.92280 -3.12661 0.735
C -0.01385 -4.10470 -4.03654 -1.685
C -0.79816 -1.87505 -3.13477 -0.448
C -1.08002 -1.28439 -4.53341 -0.573
O -1.04179 0.12360 -4.33402 -0.442
C -0.65168 0.36185 -3.07171 0.258
N -0.47061 -0.68218 -2.35012 0.250
C -0.48093 1.78563 -2.76430 -0.182
C -0.34702 2.63149 -3.87333 -0.820
C -0.22862 3.99728 -3.73660 -0.793
C -0.26669 4.56136 -2.47199 -0.998
C -0.39739 3.74048 -1.36973 -0.039
C -0.48487 2.35484 -1.48583 0.532
P -0.65787 1.43369 0.11070 1.204
C 0.55818 2.27284 1.15201 0.400
C 0.33762 2.41414 2.52191 -0.803
C 1.31539 2.96636 3.32874 -0.806
C 2.51975 3.38077 2.78185 -0.762
C 2.73766 3.25593 1.41927 -0.720
C 1.76446 2.70571 0.60704 -0.799
C -2.29113 2.01621 0.64641 1.162
C -2.44833 3.18794 1.37964 -0.605
C -3.70083 3.54738 1.84033 -0.861
C -4.80237 2.75860 1.55710 -0.704
C -4.65380 1.61206 0.79532 -0.739
C -3.40088 1.23735 0.34543 -0.647
H 1.33043 -4.17943 -1.68289 0.536
H -0.37624 -3.86696 -1.31348 0.144
H 0.85974 -2.59723 -1.06805 -0.152
H 1.24936 -2.44831 -3.48195 0.266
H -0.90987 -4.61456 -3.68836 0.368
H 0.80845 -4.81666 -4.01151 0.440
H -0.16753 -3.79956 -5.06868 0.402
H -1.69652 -2.31551 -2.68403 0.350
H -2.05641 -1.55559 -4.93950 0.245
H -0.29684 -1.54097 -5.25735 0.348
H -0.33767 2.19529 -4.85774 0.543
H -0.11221 4.62214 -4.60842 0.435
H -0.19655 5.63161 -2.34442 0.447
H -0.42344 4.17997 -0.38316 0.376
H -0.58921 2.06615 2.94972 0.423
H 1.14290 3.05395 4.39016 0.471
H 3.28787 3.79524 3.41687 0.422
H 3.67637 3.57051 0.98862 0.451
H 1.93467 2.59385 -0.45148 0.466
H -1.59703 3.81385 1.60287 0.303
H -3.80837 4.44186 2.43686 0.432
H -5.77408 3.03996 1.93363 0.395
H -5.50731 0.99160 0.57382 0.472
H -3.27354 0.32479 -0.21708 0.268
```

***

Formula: C26H33N3O3
Source: the OMol25 dataset
Level of theory: ωB97M-V/def2-TZVPD

Total energy: -38109.8534 eV
Net charge: 0
Lowest unoccupied orbital energy: 0.46 eV
Kohn-Sham gap: 8.54 eV

Geometry as XYZ:
```
65
Properties=species:S:1:pos:R:3:mulliken_charge:R:1
C 1.79190 1.04654 1.39987 -1.908
C 2.24797 1.18685 -0.00651 0.669
C 2.52048 0.21522 -0.91606 0.657
C 2.86561 0.85681 -2.16737 0.213
O 3.18968 0.38277 -3.23899 -0.727
N 2.77232 2.22626 -1.89938 0.350
C 3.34600 3.23593 -2.67895 0.182
C 4.12452 4.23517 -2.09875 0.021
C 4.67697 5.22305 -2.89246 -0.690
C 4.47631 5.21390 -4.26247 -0.434
C 3.72293 4.20495 -4.83996 -0.671
C 3.14954 3.22115 -4.05689 -0.390
H 2.56969 2.42800 -4.49841 0.438
H 3.57357 4.18735 -5.90904 0.364
H 4.91383 5.98532 -4.87799 0.385
H 5.27807 5.99668 -2.43747 0.374
H 4.31323 4.22260 -1.03521 0.474
N 2.47219 2.42887 -0.55294 -0.050
C 1.66300 3.57214 -0.19783 -1.179
H 1.94766 4.41965 -0.81773 0.493
H 1.84293 3.82184 0.84665 0.362
H 0.59509 3.37522 -0.34195 0.303
C 2.48036 -1.26663 -0.74004 -1.554
N 1.13529 -1.71746 -0.41557 0.806
C 1.07762 -3.11978 -0.05356 -1.074
C -0.24861 -3.41626 0.66166 -1.042
H -0.48169 -4.47617 0.54496 0.308
H -0.13284 -3.22096 1.72823 0.185
C -1.40076 -2.56096 0.10231 2.715
C -1.08263 -2.24391 -1.36431 -1.818
C 0.20651 -1.43155 -1.50375 -0.890
H -0.00949 -0.35945 -1.47769 0.347
H 0.66913 -1.64866 -2.48082 0.483
H -0.98306 -3.18980 -1.89960 0.353
H -1.91638 -1.70393 -1.81353 0.510
C -1.51798 -1.23264 0.87775 -0.786
C -2.09536 -1.32759 2.28870 -1.073
H -1.74637 -2.23295 2.80138 0.521
O -3.50946 -1.33643 2.19684 -0.260
C -4.25370 -1.50385 3.32797 0.527
C -3.73639 -1.57303 4.61550 -0.211
C -4.59383 -1.73798 5.69161 -0.641
C -5.95888 -1.83423 5.50089 -0.518
C -6.47422 -1.76503 4.21549 -0.514
C -5.63232 -1.60218 3.13558 -0.437
H -6.01899 -1.55054 2.12951 0.354
H -7.53908 -1.84076 4.05399 0.374
H -6.61829 -1.96279 6.34548 0.378
H -4.18126 -1.79039 6.68855 0.352
H -2.67504 -1.49722 4.79388 0.387
H -1.77702 -0.45338 2.87433 0.577
H -0.51679 -0.80998 0.93790 -0.182
H -2.14816 -0.54339 0.31210 0.518
C -2.71662 -3.36812 0.15646 -1.645
O -3.83727 -2.65024 -0.28108 -0.607
H -4.01771 -1.97427 0.38800 0.435
H -2.63373 -4.22851 -0.51389 0.597
H -2.87394 -3.74981 1.17567 0.378
H 1.90924 -3.34249 0.61993 0.487
H 1.18964 -3.76917 -0.93808 0.408
H 3.14125 -1.56115 0.08253 0.383
H 2.85791 -1.72321 -1.67117 0.342
H 1.78381 -0.00592 1.66497 0.385
H 2.45523 1.58574 2.07487 0.522
H 0.78473 1.44552 1.51989 0.380
```

***

Formula: C26H33N3O4S
Source: the OMol25 dataset
Level of theory: ωB97M-V/def2-TZVPD

Total energy: -50995.2655 eV
Net charge: 0
Lowest unoccupied orbital energy: 0.49 eV
Kohn-Sham gap: 8.80 eV

Geometry as XYZ:
```
67
Properties=species:S:1:pos:R:3:mulliken_charge:R:1
C -4.46235 -1.68903 1.83596 -1.656
H -5.50095 -1.99017 1.95321 0.463
H -4.42876 -0.60212 1.84388 0.221
H -3.89679 -2.07095 2.68345 0.385
C -3.91348 -2.23794 0.52151 0.380
C -2.42153 -2.06610 0.36469 -0.073
C -1.74139 -2.87926 -0.53804 -0.694
C -0.38407 -2.75161 -0.75865 -0.943
C 0.34129 -1.79072 -0.05993 0.538
C -0.32377 -0.98029 0.85568 -0.642
C -1.68482 -1.11443 1.05785 0.012
H -2.16754 -0.47178 1.77622 0.382
H 0.23585 -0.24212 1.41367 0.480
N 1.71840 -1.61126 -0.20997 0.471
C 2.60508 -2.35099 -0.92562 0.271
O 2.32391 -3.28306 -1.64547 -0.697
C 4.05038 -1.90272 -0.69912 0.253
C 4.23416 -0.40652 -0.99003 -1.102
N 3.75647 0.40464 0.11414 -0.121
S 3.47408 2.03295 -0.26270 1.372
O 3.68353 2.22120 -1.66749 -0.733
O 4.18526 2.86442 0.66567 -0.772
C 1.72619 2.14869 0.07301 -0.114
C 1.30214 2.44692 1.35350 -0.493
C -0.05333 2.51643 1.64581 -1.324
C -0.94585 2.28030 0.61252 -0.658
C -0.50954 1.99504 -0.69099 0.691
C 0.83445 1.92189 -0.96706 0.030
H 1.21752 1.71480 -1.95257 0.622
C -1.71094 1.84831 -1.57864 2.152
C -1.80926 3.01767 -2.56842 -2.065
H -2.76105 2.97105 -3.09197 0.467
H -1.74327 3.97014 -2.04622 0.428
H -0.99978 2.96070 -3.29138 0.384
C -1.77433 0.51444 -2.32061 -1.442
H -0.98209 0.46109 -3.06261 0.415
H -2.73589 0.42612 -2.82030 0.475
H -1.66281 -0.31584 -1.62920 0.034
C -2.86066 1.97385 -0.57697 -0.161
O -4.04226 1.85863 -0.79334 -0.682
N -2.32476 2.27077 0.65294 0.341
C -3.12221 2.51011 1.82543 -1.265
H -4.16628 2.38898 1.53775 0.356
H -2.96503 3.52451 2.19728 0.355
H -2.87540 1.79769 2.61505 0.424
H -0.39255 2.74830 2.64272 0.534
H 2.04666 2.63741 2.11005 0.551
C 4.41702 0.16819 1.39419 -0.482
C 5.27379 -1.09417 1.36270 -0.922
C 4.48531 -2.24402 0.74315 -0.789
H 5.08694 -3.15299 0.74280 0.343
H 3.60459 -2.43615 1.36115 0.354
H 5.56346 -1.34503 2.38377 0.445
H 6.18562 -0.91705 0.79202 0.366
H 5.02254 1.04197 1.65465 0.513
H 3.63342 0.06259 2.15589 0.210
H 5.28960 -0.19742 -1.20585 0.447
H 3.66076 -0.11359 -1.87027 0.483
H 4.66079 -2.45803 -1.41590 0.475
H 2.11042 -0.81140 0.27614 -0.437
H 0.12038 -3.39385 -1.46039 0.531
H -2.28927 -3.63453 -1.08291 0.427
C -4.63305 -1.57965 -0.66167 -1.282
H -4.26171 -1.97432 -1.60445 0.311
H -4.47986 -0.50327 -0.65433 0.133
H -5.70178 -1.77294 -0.60321 0.511
H -4.12163 -3.31450 0.48786 0.513
```

***

> Which of these has the lowest total energy?

C26H33IrNO15P5

***

> What is the formula in the second record?

C26H33N3O3